Here is a molecular structure, C72H57FGeO5P3RhSSi from the OMol25 dataset. Energies are from ωB97M-V with the def2-TZVPD basis set.

```
142
Properties=species:S:1:pos:R:3:forces:R:3:mulliken_charge:R:1
Rh 0.07295 -0.53070 -1.20114 -0.03 0.81 -0.49 -2.11
F 2.48174 -2.58491 -4.28872 0.10 -0.13 -0.06 -0.60
Ge 1.45065 -1.95847 -2.84954 0.05 -0.06 -0.17 2.82
C 0.40240 -3.63551 -2.83583 -0.22 -0.09 0.00 -0.71
C 0.89019 -4.73579 -3.55302 -0.06 -0.06 -0.04 -0.27
C 0.16443 -5.91372 -3.63235 0.00 0.05 0.04 -0.79
C -1.08338 -6.01385 -3.02082 0.05 0.00 -0.04 -0.89
C -1.57851 -4.94095 -2.30642 0.05 0.06 -0.01 -0.40
C -0.82043 -3.76905 -2.18211 0.05 -0.11 0.00 -0.20
P -1.49315 -2.32479 -1.32079 0.49 -0.49 0.61 2.92
C -2.17243 -2.88312 0.27341 0.05 -0.05 0.04 0.91
C -2.06462 -4.19583 0.72447 -0.09 -0.01 -0.01 -0.71
C -2.69253 -4.58513 1.90134 0.05 -0.02 -0.03 -0.96
C -3.42147 -3.66685 2.63802 -0.01 0.05 0.00 -0.66
C -3.47454 -2.33933 2.23177 -0.07 -0.03 -0.06 -0.75
C -2.83755 -1.94377 1.06674 0.04 0.01 -0.03 -0.52
C -3.00114 -2.08615 -2.35569 0.12 0.39 -0.06 0.83
C -2.83878 -2.13157 -3.74444 0.04 0.00 0.06 -0.30
C -3.90761 -1.89568 -4.58941 -0.02 0.01 0.04 -0.72
C -5.16532 -1.61779 -4.06198 0.06 -0.03 -0.06 -0.74
C -5.34172 -1.59407 -2.69010 0.06 -0.01 0.06 -0.70
C -4.26253 -1.81683 -1.83806 -0.02 0.00 -0.04 -0.53
C 2.99121 -2.31072 -1.65818 0.24 0.09 0.00 -0.46
C 3.99760 -3.16001 -2.15782 0.04 0.15 0.14 -0.71
C 4.99512 -3.65375 -1.33655 -0.04 0.03 -0.02 -0.83
C 5.00374 -3.31844 0.01176 -0.02 0.00 -0.02 -1.13
C 4.02105 -2.48724 0.51062 -0.16 0.07 0.00 -0.02
C 3.01233 -1.95183 -0.31468 0.01 -0.08 0.13 -0.26
P 1.68798 -0.84919 0.41813 0.20 -0.25 -0.80 3.01
C 1.56293 -1.78175 1.96942 -0.39 -0.06 -0.12 1.05
C 2.04163 -1.29693 3.17605 0.06 0.04 0.14 -0.51
C 2.02106 -2.11132 4.30262 0.10 -0.01 -0.04 -0.80
C 1.52489 -3.40558 4.22350 0.02 -0.04 -0.09 -1.03
C 1.03767 -3.88823 3.01256 0.02 0.01 0.10 -0.73
C 1.05381 -3.07625 1.88939 0.04 0.07 -0.03 0.03
C 2.69031 0.68693 0.71292 0.03 -0.04 0.03 0.19
C 4.08289 0.65408 0.82858 -0.05 -0.02 -0.02 -0.28
C 4.81784 1.82409 0.98499 -0.01 -0.07 0.01 -0.97
C 4.18198 3.05451 1.02518 0.01 0.02 -0.05 -1.06
C 2.80239 3.10192 0.91040 0.01 -0.06 -0.10 -0.15
C 2.07149 1.93156 0.75865 -0.02 0.10 0.03 0.27
C 0.95215 -0.58890 -4.23996 -0.06 0.15 -0.13 -0.27
C 0.73318 -1.07364 -5.53720 0.06 0.19 0.05 -0.28
C 0.65424 -0.21237 -6.61980 0.00 0.01 0.10 -1.00
C 0.86372 1.15400 -6.44295 -0.01 -0.06 -0.01 -0.98
C 1.04546 1.65556 -5.16911 -0.08 0.03 0.04 -0.64
C 1.01269 0.79614 -4.06572 -0.07 -0.14 0.03 0.67
P 0.95376 1.43027 -2.36134 -0.09 -0.27 -0.16 1.10
C -0.60064 2.58369 -2.29258 0.29 -0.20 0.12 -0.53
C -0.59934 3.50136 -1.12109 0.15 -0.28 0.01 0.18
C -1.40789 4.54789 -0.89825 0.03 0.21 -0.11 -0.64
C -2.37026 5.07502 -1.81278 0.00 0.09 0.27 -0.17
C -2.56809 4.79070 -3.13216 -0.29 -0.09 -0.19 -0.81
C -1.78267 3.95320 -3.91794 -0.21 0.40 -0.17 0.00
C 2.36479 2.57838 -2.42338 0.01 0.03 0.28 1.07
C 3.60970 1.94687 -2.46092 -0.01 0.01 0.05 -1.01
C 4.76657 2.69431 -2.59162 0.01 0.04 0.01 -0.70
C 4.69392 4.08037 -2.68355 -0.01 -0.03 -0.01 -0.71
C 3.46119 4.71363 -2.64703 -0.03 -0.06 0.00 -0.72
C 2.29605 3.96447 -2.51818 0.02 0.02 0.02 -0.10
H 1.83960 -4.64563 -4.06448 -0.07 -0.01 0.01 0.40
H 0.56142 -6.75358 -4.19131 -0.01 0.03 0.02 0.43
H -1.66878 -6.92094 -3.11331 0.02 0.02 0.01 0.44
H -2.56233 -5.00202 -1.85534 0.02 0.01 -0.02 0.59
H -1.49725 -4.92138 0.15756 -0.02 -0.01 0.03 0.47
H -2.61536 -5.61316 2.23582 0.02 0.03 -0.01 0.45
H -3.91748 -3.97322 3.55016 0.01 0.02 0.00 0.43
H -3.99198 -1.60553 2.83756 0.04 -0.01 0.00 0.44
H -2.84341 -0.89872 0.77253 0.01 -0.03 0.01 0.02
H -1.86150 -2.33596 -4.16706 -0.02 0.04 0.00 0.23
H -3.75566 -1.91591 -5.66203 -0.01 -0.01 0.04 0.46
H -6.00175 -1.42032 -4.72184 0.02 -0.04 0.02 0.38
H -6.32092 -1.39929 -2.26966 0.04 0.02 0.00 0.46
H -4.42485 -1.78928 -0.77211 0.01 0.02 0.08 0.46
H 3.98552 -3.42942 -3.20176 -0.02 0.02 0.01 0.49
H 5.75406 -4.31251 -1.74436 -0.03 0.03 0.02 0.43
H 5.76459 -3.71126 0.67668 -0.03 0.01 -0.03 0.43
H 4.03845 -2.26005 1.56930 -0.08 0.02 0.02 0.56
H 2.42665 -0.28569 3.24338 -0.06 0.00 0.01 0.45
H 2.39686 -1.72783 5.24369 -0.04 0.01 -0.01 0.44
H 1.50911 -4.03517 5.10527 0.01 0.02 -0.03 0.38
H 0.64296 -4.89560 2.94559 0.00 0.04 0.00 0.38
H 0.67957 -3.45007 0.94059 0.05 0.00 0.05 0.32
H 4.61175 -0.28530 0.80140 0.04 0.04 -0.06 0.42
H 5.89688 1.76708 1.06747 -0.03 -0.02 0.03 0.42
H 4.75508 3.96685 1.14661 -0.02 -0.05 -0.01 0.47
H 2.29199 4.05945 0.95910 0.01 -0.06 -0.05 0.35
H 0.98992 1.93731 0.72948 0.00 -0.06 0.06 -0.60
H 0.66974 -2.14138 -5.70028 0.02 0.02 0.00 0.58
H 0.48072 -0.60887 -7.61346 0.00 0.01 0.03 0.43
H 0.88311 1.82196 -7.29574 0.00 -0.02 0.01 0.42
H 1.20143 2.71955 -5.03250 0.02 -0.05 0.03 0.52
H 0.06534 3.20988 -0.31478 -0.05 -0.04 -0.05 -0.27
H -1.35695 5.00887 0.08004 -0.04 0.04 -0.02 0.48
H -3.02144 5.84208 -1.40375 0.02 -0.06 0.04 0.42
H -3.36639 5.30155 -3.65370 0.04 -0.06 -0.02 0.46
H -1.93339 3.92575 -4.99658 0.03 0.20 0.04 0.54
H 3.66848 0.86439 -2.38765 0.01 0.02 0.00 0.41
H 5.72744 2.19520 -2.61891 -0.04 0.02 0.01 0.49
H 5.59927 4.66543 -2.79015 -0.02 -0.02 0.01 0.39
H 3.40118 5.79242 -2.72709 -0.01 -0.03 0.01 0.44
H 1.34418 4.48210 -2.49865 0.02 -0.03 -0.01 0.23
O -0.76803 3.25303 -3.58684 0.25 -0.69 0.41 -0.03
S -1.98180 1.34629 -2.12333 -0.48 0.11 -0.50 1.50
O -3.22391 2.02567 -2.40839 0.43 0.15 -0.08 -0.75
O -1.54089 0.36729 -3.10198 -0.04 -0.33 0.00 -0.34
O -1.82416 0.86279 -0.77099 -0.09 0.09 0.16 -0.89
O -0.07981 0.35674 1.59666 -0.55 0.33 0.67 0.46
Si -0.75964 1.01406 2.90000 0.36 -0.10 -0.50 -0.80
C 0.46723 1.81855 4.13028 0.11 0.00 0.17 0.93
C 0.64133 1.33827 5.43665 0.12 -0.05 -0.09 -0.57
C 1.54831 1.92013 6.32002 -0.05 -0.04 -0.09 -0.74
C 2.31706 3.00289 5.91748 -0.01 0.02 -0.04 -0.84
C 2.15512 3.51210 4.63473 -0.07 -0.02 -0.05 -0.57
C 1.23428 2.93082 3.76993 0.03 0.00 0.19 0.13
C -1.99306 2.43054 2.52220 -0.09 0.21 -0.03 0.96
C -2.12038 3.53054 3.38759 -0.01 -0.02 -0.18 -0.51
C -3.06647 4.52872 3.17080 0.06 -0.01 -0.02 -0.82
C -3.92104 4.45815 2.07622 0.08 -0.01 0.01 -0.76
C -3.82284 3.37939 1.20615 0.08 -0.09 0.03 -0.46
C -2.87214 2.38474 1.42872 -0.10 -0.19 0.15 0.27
C -1.67678 -0.14732 4.07302 -0.24 -0.18 0.02 0.78
C -2.65141 0.32400 4.96585 0.05 -0.11 -0.09 -0.84
C -3.19431 -0.49832 5.94592 0.02 0.02 -0.05 -1.00
C -2.75385 -1.81151 6.07559 0.01 0.00 -0.04 -0.91
C -1.79111 -2.29925 5.20316 0.04 0.11 -0.06 -0.80
C -1.27876 -1.47911 4.20133 0.05 0.06 0.06 0.25
H 0.06843 0.47799 5.76889 0.02 0.08 0.01 0.39
H 1.65131 1.52867 7.32658 0.00 -0.01 -0.06 0.43
H 3.03202 3.45076 6.59874 -0.04 -0.01 -0.03 0.35
H 2.73946 4.36756 4.31026 -0.02 -0.05 0.01 0.41
H 1.10469 3.36323 2.78898 -0.04 0.06 -0.05 0.38
H -1.46411 3.61187 4.24715 -0.01 0.00 0.00 0.46
H -3.13969 5.36171 3.86099 0.01 -0.02 -0.01 0.44
H -4.66158 5.23316 1.91149 0.00 -0.02 0.02 0.41
H -4.49467 3.29941 0.35574 0.05 -0.02 0.03 0.53
H -2.80953 1.55308 0.73148 -0.13 0.34 0.41 -0.29
H -2.99048 1.35356 4.90152 0.01 -0.03 -0.02 0.36
H -3.95329 -0.11222 6.61722 0.03 -0.01 -0.01 0.42
H -3.16511 -2.44925 6.84995 0.02 0.02 -0.01 0.36
H -1.43809 -3.32057 5.29557 -0.03 0.00 -0.03 0.45
H -0.55127 -1.87893 3.50163 -0.15 0.05 0.10 0.14
```
Forces are in eV/Å.

Properties
- calculated total energy (eV) = -194648.4452
- gap between HOMO and LUMO (eV) = 4.70
- 2S+1 = 1